Computed, not measured: a structure of composition C26H17CrF10N4S, with ωB97M-V/def2-TZVPD.

```
59
C26H17CrF10N4S | the OMol25 dataset | ωB97M-V/def2-TZVPD
Cr 0.380 -0.795 0.089
C 0.439 1.984 0.891
N 0.397 1.209 -0.367
C 1.667 1.400 -1.130
C 2.848 0.721 -0.424
N 2.300 -0.408 0.304
C 2.993 -1.020 1.312
C 2.252 -1.491 2.399
F 0.913 -1.187 2.383
C 2.772 -2.169 3.475
F 1.984 -2.588 4.465
C 4.139 -2.383 3.523
F 4.687 -3.049 4.541
C 4.927 -1.902 2.492
F 6.244 -2.111 2.526
C 4.368 -1.236 1.413
F 5.180 -0.826 0.424
C -0.770 1.637 -1.200
C -2.426 0.087 0.094
N -1.510 -0.977 0.461
C -1.893 -2.074 1.175
C -3.080 -2.311 1.879
F -4.040 -1.370 1.934
C -3.303 -3.489 2.571
F -4.454 -3.650 3.227
C -2.357 -4.496 2.616
F -2.585 -5.623 3.297
C -1.164 -4.303 1.943
F -0.212 -5.236 1.959
C -0.982 -3.132 1.252
F 0.216 -2.939 0.587
H -0.509 1.878 1.417
H 0.609 3.042 0.676
H 1.240 1.613 1.529
H 1.849 2.470 -1.266
H 1.516 0.947 -2.105
H 3.346 1.418 0.261
H 3.586 0.438 -1.179
H -0.430 1.769 -2.225
H -1.090 2.618 -0.839
H -3.435 -0.295 -0.053
H -2.488 0.868 0.866
S -3.343 -0.401 -3.372
C -3.896 1.108 -2.711
C -3.166 1.584 -1.710
C -2.011 0.711 -1.266
C -1.895 -0.365 -2.337
C -0.882 -1.241 -2.565
C -0.951 -2.199 -3.662
C 0.119 -2.923 -4.036
C 1.355 -2.792 -3.327
C 1.369 -2.003 -2.233
N 0.292 -1.275 -1.783
H -4.793 1.553 -3.119
H -3.402 2.498 -1.177
H -1.889 -2.309 -4.188
H 0.042 -3.613 -4.867
H 2.243 -3.335 -3.614
H 2.265 -1.928 -1.628
```

HOMO energy (alpha / beta) (eV): -6.4425 / -6.4961
2S+1: 4
HOMO-LUMO gap (alpha / beta) (hartree): 0.23434 / 0.24190

---

Computed, not measured: a cluster of 7 separate species, C38H82ClFN2O24PS6 in total, with ωB97M-V/def2-TZVPD.

```
155
C38H82ClFN2O24PS6 | the OMol25 dataset | ωB97M-V/def2-TZVPD
C 0.239 2.348 0.930
C 1.170 1.777 0.427
C 2.254 1.085 -0.333
O 3.356 1.946 -0.173
P 4.527 1.993 -1.477
Cl 4.886 -0.225 -0.982
C 3.873 3.763 -1.987
C 3.264 4.588 -0.916
O 3.847 5.366 -0.219
F 1.916 4.534 -0.792
C 5.742 2.707 -0.241
C 6.450 1.958 0.882
O 7.379 0.957 0.462
C 5.581 1.524 2.099
N 5.317 0.109 2.238
C 5.730 1.951 -2.961
C 5.085 1.680 -4.324
C 7.117 1.303 -2.778
C 7.377 -0.205 -2.849
C 6.730 -1.003 -3.982
O 3.237 1.316 -2.494
C 2.048 0.927 -1.871
C 1.884 -0.558 -2.357
O 1.539 -1.494 -1.299
C 1.940 -2.743 -1.642
C 3.203 -3.252 -1.008
O 1.323 -3.412 -2.434
C 0.853 1.697 -2.468
C -0.528 1.170 -2.192
C -1.614 1.741 -3.107
N -0.786 0.300 -1.317
H -0.400 3.080 1.362
H 2.336 0.129 0.191
H 3.138 3.633 -2.779
H 4.654 4.401 -2.405
H 6.517 3.212 -0.829
H 5.219 3.515 0.271
H 7.087 2.744 1.327
H 8.041 0.882 1.155
H 6.095 1.847 3.011
H 4.638 2.070 2.102
H 6.113 -0.472 2.038
H 4.485 -0.194 1.763
H 5.994 3.014 -3.038
H 4.312 2.407 -4.558
H 5.872 1.846 -5.077
H 4.747 0.661 -4.468
H 7.607 1.669 -1.876
H 7.728 1.739 -3.586
H 8.462 -0.326 -2.976
H 7.171 -0.715 -1.912
H 6.834 -0.469 -4.929
H 7.165 -2.003 -4.010
H 5.658 -1.147 -3.825
H 2.866 -0.850 -2.731
H 1.187 -0.645 -3.193
H 3.544 -2.650 -0.171
H 4.004 -3.255 -1.750
H 3.062 -4.288 -0.694
H 0.873 2.762 -2.217
H 0.976 1.641 -3.557
H -1.765 1.081 -3.961
H -2.547 1.736 -2.539
H -1.381 2.759 -3.417
H -1.778 0.074 -1.281
O 7.380 2.199 5.167
S 8.691 2.417 5.690
O 9.762 1.529 5.358
O 8.591 2.547 7.276
C 7.896 1.495 7.977
C 8.751 0.257 8.154
C 9.192 4.072 5.360
H 6.962 1.266 7.462
H 7.640 1.920 8.946
H 8.942 -0.231 7.199
H 8.244 -0.454 8.807
H 9.716 0.516 8.591
H 8.396 4.745 5.665
H 9.362 4.144 4.288
H 10.110 4.275 5.905
O -4.165 0.071 -0.616
S -4.705 -0.532 0.566
O -5.328 -1.819 0.515
O -5.699 0.504 1.253
C -6.743 1.076 0.435
C -7.911 0.132 0.242
C -3.473 -0.534 1.820
H -6.325 1.397 -0.520
H -7.063 1.970 0.967
H -7.629 -0.727 -0.366
H -8.734 0.646 -0.254
H -8.261 -0.247 1.203
H -3.038 0.459 1.888
H -2.715 -1.257 1.524
H -3.932 -0.829 2.760
O -11.508 0.469 1.398
S -12.056 -0.513 0.511
O -11.369 -0.864 -0.692
O -13.554 -0.113 0.163
C -13.792 1.226 -0.331
C -13.449 1.363 -1.800
C -12.419 -1.978 1.415
H -13.246 1.948 0.275
H -14.854 1.406 -0.174
H -12.376 1.276 -1.967
H -13.774 2.338 -2.165
H -13.937 0.582 -2.383
H -12.986 -1.712 2.302
H -11.467 -2.427 1.691
H -12.983 -2.652 0.775
O 8.636 -4.119 -3.845
S 8.968 -4.820 -2.643
O 9.393 -4.116 -1.476
O 10.043 -5.948 -2.995
C 11.224 -5.530 -3.706
C 12.242 -4.873 -2.795
C 7.643 -5.897 -2.217
H 10.942 -4.872 -4.530
H 11.634 -6.441 -4.139
H 11.880 -3.915 -2.424
H 13.171 -4.701 -3.340
H 12.447 -5.505 -1.931
H 7.361 -6.471 -3.095
H 6.818 -5.268 -1.890
H 7.967 -6.547 -1.409
O -14.801 4.756 0.922
S -14.514 6.018 1.535
O -13.267 6.669 1.289
O -14.738 5.882 3.102
C -14.068 4.794 3.780
C -12.605 5.090 4.039
C -15.828 7.144 1.217
H -14.194 3.874 3.208
H -14.604 4.672 4.719
H -12.037 5.127 3.111
H -12.177 4.312 4.672
H -12.491 6.054 4.534
H -16.770 6.660 1.456
H -15.785 7.394 0.159
H -15.678 8.034 1.822
O -2.454 -8.145 0.797
S -2.417 -7.938 -0.620
O -1.375 -8.528 -1.402
O -2.504 -6.388 -0.921
C -1.568 -5.502 -0.253
C -0.202 -5.498 -0.903
C -3.973 -8.376 -1.318
H -1.514 -5.765 0.805
H -2.018 -4.514 -0.321
H 0.303 -6.456 -0.767
H 0.412 -4.720 -0.460
H -0.282 -5.315 -1.971
H -4.760 -7.888 -0.751
H -4.065 -9.458 -1.245
H -3.988 -8.064 -2.358
```

Total charge: -1
HOMO energy (eV): -5.2607
2S+1: 1
HOMO-LUMO gap (hartree): 0.23787

---

Computed, not measured: a structure of composition C6H16N3Pd, with ωB97M-V/def2-TZVPD.

```
26
C6H16N3Pd | the OMol25 dataset | ωB97M-V/def2-TZVPD
C -2.433 0.181 -2.699
Pd -1.717 1.041 0.072
N -1.692 1.857 1.863
H -1.994 2.146 -0.869
H -2.088 1.245 2.548
H -3.296 0.590 -2.374
H -2.834 -0.638 -3.413
H -1.925 -0.261 -1.795
H -1.690 0.956 -3.071
H -0.718 2.046 1.981
H -2.242 2.668 1.651
C 2.023 -2.749 1.881
C 1.560 -1.582 1.091
C 2.242 -0.739 0.216
C 1.277 0.169 -0.305
N 0.085 -0.122 0.250
N 0.293 -1.163 1.086
C 1.428 1.266 -1.308
H 2.468 -3.499 1.216
H 2.776 -2.449 2.619
H 1.200 -3.214 2.418
H 3.283 -0.751 -0.049
H -0.449 -1.590 1.642
H 2.100 2.039 -0.876
H 1.901 0.830 -2.216
H 0.441 1.722 -1.558
```

Total charge: -1
HOMO energy (alpha / beta) (eV): 0.6802 / -3.1605
2S+1: 3
HOMO-LUMO gap (alpha / beta) (hartree): 0.10929 / 0.24524
Relative energy (zero: lowest compared OMol25 entry of this formula, charge and spin) (kcal per mole): 0.0

---

Computed, not measured: a structure of composition C40H61I2InN14O2PS2, with ωB97M-V/def2-TZVPD.

```
123
C40H61I2InN14O2PS2 | the OMol25 dataset | ωB97M-V/def2-TZVPD
C 2.650 0.180 0.456
C 1.262 0.397 1.240
I 1.661 -0.246 3.333
C 0.826 1.940 1.338
I 2.565 3.316 1.311
In -0.625 2.635 -0.246
C -0.827 1.281 -2.032
C -1.315 -0.212 -1.718
C -1.470 -1.157 -3.037
S -1.184 -0.278 -4.643
C 0.669 -0.156 -4.921
S 1.485 -1.653 -4.946
N 1.319 1.153 -5.059
C 0.312 2.246 -5.359
C 1.166 3.640 -5.469
O 2.547 3.477 -5.056
C 3.231 2.514 -5.897
C 2.274 1.227 -6.205
P 0.317 4.858 -1.168
O -0.793 5.568 -2.034
C -2.692 3.139 0.526
C -3.730 2.013 0.907
C -5.093 2.623 1.364
C -5.428 4.117 1.445
N -4.450 5.094 1.130
C -3.197 4.587 0.704
H 2.781 0.850 -0.458
H 2.822 -0.923 0.164
H 3.490 0.436 1.206
H 0.414 -0.275 0.890
H 0.375 2.087 2.386
H 0.145 1.302 -2.648
H -1.632 1.761 -2.712
H -0.507 -0.714 -1.075
H -2.308 -0.233 -1.134
H -0.663 -1.983 -2.970
H -2.474 -1.705 -3.005
H -0.427 2.412 -4.509
H -0.243 2.003 -6.336
H 1.046 4.083 -6.515
H 0.704 4.385 -4.719
H 3.696 2.956 -6.840
H 4.086 2.087 -5.246
H 1.708 1.488 -7.160
H 2.982 0.343 -6.302
H 0.614 5.743 -0.078
H 1.441 4.625 -2.033
H -3.508 0.903 0.848
H -5.932 1.884 1.639
H -6.483 4.433 1.766
H -2.416 5.394 0.442
C -7.186 0.308 -1.066
C -6.003 -0.521 -1.317
N -5.074 -1.172 -1.514
H -8.069 -0.303 -0.865
H -7.042 0.966 -0.202
H -7.420 0.943 -1.924
C -0.623 -2.582 -8.517
C 0.218 -1.386 -8.471
N 0.884 -0.448 -8.424
H -1.027 -2.827 -7.531
H -1.472 -2.452 -9.192
H -0.064 -3.452 -8.864
C 1.525 -3.258 6.865
C 2.390 -2.077 6.912
N 3.071 -1.147 6.950
H 1.130 -3.506 7.854
H 0.668 -3.104 6.203
H 2.062 -4.135 6.501
C 4.255 5.076 5.314
C 4.659 5.447 3.957
N 4.983 5.744 2.893
H 4.396 4.009 5.499
H 4.833 5.616 6.068
H 3.203 5.297 5.493
C -0.622 5.296 5.221
C 0.553 4.451 4.992
N 1.474 3.785 4.809
H -1.516 4.697 5.411
H -0.482 5.953 6.083
H -0.833 5.932 4.359
C 7.701 2.609 6.285
C 7.585 3.951 6.863
N 7.494 5.006 7.317
H 6.725 2.209 6.001
H 8.325 2.611 5.389
H 8.148 1.906 6.991
C -2.192 -4.756 7.687
C -1.687 -4.182 6.437
N -1.288 -3.732 5.455
H -1.438 -4.725 8.477
H -3.068 -4.216 8.052
H -2.485 -5.800 7.560
C -4.897 -7.002 5.097
C -5.023 -5.671 5.698
N -5.124 -4.625 6.169
H -5.867 -7.396 4.787
H -4.256 -6.983 4.212
H -4.463 -7.719 5.798
C -8.560 -0.492 3.164
C -8.148 0.571 2.244
N -7.823 1.407 1.522
H -8.093 -1.446 2.911
H -8.284 -0.259 4.196
H -9.642 -0.643 3.144
C 1.429 -7.054 -8.713
C 0.430 -6.246 -9.416
N -0.355 -5.609 -9.966
H 1.135 -7.245 -7.678
H 1.573 -8.024 -9.195
H 2.402 -6.556 -8.688
C 5.524 -1.793 -7.192
C 4.736 -2.959 -7.597
N 4.115 -3.875 -7.914
H 6.576 -2.050 -7.046
H 5.484 -1.001 -7.943
H 5.159 -1.370 -6.253
C 4.235 -3.619 3.233
C 3.562 -4.597 4.090
N 3.032 -5.366 4.764
H 5.266 -3.914 3.021
H 3.727 -3.506 2.273
H 4.271 -2.631 3.698
```

Total charge: -1
HOMO energy (eV): -4.7005
2S+1: 1
HOMO-LUMO gap (hartree): 0.22591

---

Computed, not measured: the molecule C19H31NO2S, with ωB97M-V/def2-TZVPD.

```
54
C19H31NO2S | the OMol25 dataset | ωB97M-V/def2-TZVPD
C -1.431 4.843 0.969
C -1.690 3.413 0.498
C -2.866 3.391 -0.476
C -0.418 2.835 -0.136
C -0.563 1.349 -0.472
C 0.747 0.570 -0.719
C 1.718 0.700 0.476
C 1.130 0.547 1.884
N 0.695 -0.795 2.188
C -0.608 -1.115 2.376
O -1.502 -0.287 2.369
C -0.883 -2.544 2.584
C -0.077 -3.651 2.536
C -0.781 -4.846 2.773
C -2.107 -4.630 2.995
S -2.526 -2.972 2.916
C 1.455 1.114 -1.977
C 0.954 0.397 -3.225
O 1.342 -0.955 -3.251
C 1.189 -1.674 -2.024
C 2.589 -2.037 -1.506
C 0.449 -2.977 -2.364
C 0.354 -0.904 -0.986
H -2.317 5.255 1.445
H -1.168 5.480 0.126
H -0.614 4.872 1.688
H -1.950 2.801 1.368
H -3.134 2.372 -0.738
H -3.736 3.863 -0.025
H -2.616 3.933 -1.387
H -0.190 3.407 -1.039
H 0.404 2.986 0.564
H -1.107 0.858 0.337
H -1.176 1.259 -1.370
H 2.517 -0.034 0.362
H 2.182 1.688 0.431
H 0.262 1.190 2.026
H 1.901 0.835 2.609
H 1.395 -1.519 2.201
H 0.981 -3.630 2.338
H -0.322 -5.818 2.778
H -2.865 -5.359 3.200
H 1.287 2.184 -2.077
H 2.533 0.953 -1.907
H 1.394 0.833 -4.126
H -0.140 0.489 -3.299
H 3.196 -1.149 -1.356
H 3.089 -2.658 -2.244
H 2.519 -2.590 -0.572
H -0.534 -2.755 -2.771
H 0.334 -3.595 -1.477
H 1.010 -3.528 -3.114
H -0.679 -0.920 -1.339
H 0.374 -1.474 -0.060
```

Structure (SMILES): CC(C)CC[C@]1(CCNC(=O)c2cccs2)CCOC(C)(C)C1
HOMO energy (eV): -9.2155
2S+1: 1
HOMO-LUMO gap (hartree): 0.35476
Relative energy (zero: lowest compared OMol25 entry of this formula, charge and spin) (kcal per mole): 2.1

---

Computed, not measured: the ion C5H12N with charge +1, with ωB97M-V/def2-TZVPD.

```
18
C5H12N | the OMol25 dataset | ωB97M-V/def2-TZVPD
C -1.485 -1.521 1.969
C -0.462 -1.003 1.346
C -0.293 -0.905 -0.111
C -0.662 0.492 -0.642
C 0.584 1.491 -0.652
N 1.700 0.727 -1.251
H -2.154 -2.189 1.527
H -1.720 -1.092 2.979
H 0.230 -0.331 1.919
H 0.767 -1.137 -0.335
H -1.021 -1.598 -0.570
H -1.347 0.987 0.158
H -1.027 0.601 -1.730
H 0.793 1.669 0.392
H 0.312 2.510 -1.076
H 1.193 0.059 -1.850
H 2.537 1.054 -1.582
H 2.057 0.186 -0.490
```

Total charge: +1
Structure (SMILES): C=CCCC[NH3+]
HOMO energy (eV): -13.3580
2S+1: 1
HOMO-LUMO gap (hartree): 0.35696
Relative energy (zero: lowest compared OMol25 entry of this formula, charge and spin) (kcal per mole): 61.6

---

Computed, not measured: a cluster of 4 separate species, C4H16NO3 in total, with ωB97M-V/def2-TZVPD.

```
24
C4H16NO3 | the OMol25 dataset | ωB97M-V/def2-TZVPD
C 0.929 1.357 1.058
C -0.564 1.043 1.196
C -1.111 0.080 0.189
C -1.880 -0.930 0.546
N -0.621 0.127 -1.219
H 1.195 1.713 2.072
H 1.597 0.507 1.059
H 1.085 1.967 0.175
H -0.737 0.627 2.184
H -1.146 1.981 1.071
H -2.380 -1.233 1.445
H -2.187 -1.701 -0.181
H -0.022 0.939 -1.399
H -1.371 0.229 -1.896
H 0.099 -0.634 -1.259
H 1.398 -2.105 -2.585
H 2.378 -1.775 -1.495
O 1.528 -1.484 -1.866
H 0.134 -2.205 3.726
H -1.134 -1.414 3.942
O -0.419 -1.508 3.308
H 0.587 1.715 -3.932
H 1.727 1.556 -2.913
O 0.914 1.149 -3.223
```

Total charge: +1
HOMO energy (eV): -13.5970
2S+1: 1
HOMO-LUMO gap (hartree): 0.39459
Relative energy (zero: lowest compared OMol25 entry of this formula, charge and spin) (kcal per mole): 33.9

---

Number 1: E_tot -3661.22644 hartree. Number 2: E_tot -6702.84926 hartree. Number 3: E_tot -530.20082 hartree. Number 4: E_tot -4400.74736 hartree. Number 5: E_tot -1346.02755 hartree. Number 6: E_tot -252.13295 hartree. Number 7: E_tot -442.21063 hartree.